a:
A cluster of 2 separate species, C2H2O3S in total, computed with ωB97M-V/def2-TZVPD.

Each line ends with the natural charge from an NBO analysis.
Atoms and positions in Å:
C1 0.72 -0.69 -0.46  0.67
C2 1.58 -0.02 0.19  -0.75
O1 -0.22 -1.23 -0.93  -0.50
O2 -2.01 1.06 -1.12  -0.84
O3 -2.16 0.56 1.36  -0.83
S1 -2.15 0.13 -0.04  1.65
H1 2.21 -0.86 0.93  0.29
H2 2.03 1.05 0.07  0.30

highest occupied orbital energy: -10.06 eV
multiplicity: 1
charge: 0

b:
A cluster of 2 separate species, C2H2O3S in total, computed with ωB97M-V/def2-TZVPD.

Each line ends with the natural charge from an NBO analysis.
Atoms and positions in Å:
C1 0.34 0.84 0.11  0.73
C2 0.53 0.60 1.37  -0.77
O1 -1.92 -1.13 -1.90  -0.80
O2 0.12 -1.23 -0.57  -0.85
O3 0.20 1.29 -0.96  -0.52
S1 -0.52 -1.42 -1.85  1.69
H1 0.78 1.42 2.01  0.26
H2 0.46 -0.37 1.80  0.26

highest occupied orbital energy: -9.13 eV
multiplicity: 1
charge: 0

Best to worst by energy: b, a.

a:
The molecule C2H2O3S, computed with ωB97M-V/def2-TZVPD.

Each line ends with the natural charge from an NBO analysis.
Atoms and positions in Å:
O1 -1.65 -1.07 -0.13  -0.50
C1 -0.79 -0.61 -0.86  0.37
C2 0.38 0.20 -0.54  -0.76
S1 0.57 0.44 1.09  2.14
O2 1.55 1.34 1.65  -0.83
O3 -0.38 -0.06 1.98  -0.80
H1 -0.85 -0.58 -2.03  0.12
H2 1.17 0.34 -1.16  0.26

highest occupied orbital energy: -10.45 eV
multiplicity: 1
charge: 0

b:
A cluster of 2 separate species, C2H2O3S in total, computed with ωB97M-V/def2-TZVPD.

Each line ends with the natural charge from an NBO analysis.
Atoms and positions in Å:
C1 -2.57 -0.41 -0.29  -0.37
C2 -1.41 -0.12 -0.21  0.31
O1 2.43 1.28 0.32  -0.86
O2 2.74 -1.12 0.52  -0.82
O3 -0.14 0.21 -0.15  -0.70
S1 2.49 0.00 -0.34  1.68
H1 -3.56 -0.72 -0.38  0.24
H2 0.01 0.89 0.52  0.52

highest occupied orbital energy: -10.02 eV
multiplicity: 1
charge: 0

Best to worst by energy: b, a.

a:
A cluster of 2 separate species, C4H8O2 in total, computed with ωB97M-V/def2-TZVPD.

Each line ends with the natural charge from an NBO analysis.
Atoms and positions in Å:
C1 0.90 0.74 1.76  -0.15
C2 0.18 -0.08 0.95  0.45
O1 0.80 -1.24 0.30  -0.53
C3 -1.35 -0.09 0.75  -0.34
C4 -1.89 -0.12 -0.55  -0.20
H1 1.79 0.30 2.19  0.22
H2 0.70 1.81 2.01  0.28
H3 1.64 -1.29 0.93  0.50
H4 -1.97 -0.24 1.66  0.27
H5 -1.27 -0.20 -1.45  0.25
H6 -2.95 -0.41 -0.77  0.24
H7 1.48 0.46 -1.87  0.46
H8 1.10 0.90 -3.26  0.49
O2 0.76 0.74 -2.41  -0.95

highest occupied orbital energy (alpha / beta): -15.02 / -14.88 eV
multiplicity: 2
charge: +1

b:
A cluster of 2 separate species, C4H8O2 in total, computed with ωB97M-V/def2-TZVPD.

Each line ends with the natural charge from an NBO analysis.
Atoms and positions in Å:
O1 -1.17 -0.67 0.10  -0.62
C1 -1.20 -0.59 1.32  0.50
C2 -2.16 0.19 2.12  -0.74
H1 -0.50 -1.26 1.87  0.13
H2 -2.78 0.84 1.51  0.25
H3 -2.83 -0.52 2.63  0.27
H4 -1.66 0.79 2.87  0.26
C3 2.35 -0.49 -1.82  -0.13
C4 1.80 0.74 -1.41  0.36
O2 0.90 0.83 -0.51  -0.54
H5 2.81 -0.45 -2.80  0.23
H6 2.39 -1.41 -1.26  0.25
H7 2.18 1.67 -1.81  0.23
H8 0.10 0.25 -0.68  0.57

highest occupied orbital energy (alpha / beta): -14.14 / -14.14 eV
multiplicity: 2
charge: +1

Best to worst by energy: b, a.

a:
The molecule C3H10NO2P, computed with ωB97M-V/def2-TZVPD.

Each line ends with the natural charge from an NBO analysis.
Atoms and positions in Å:
C1 0.84 -1.14 -0.48  -0.61
C2 0.21 0.17 0.14  -0.19
C3 0.93 1.47 -0.46  -0.62
N1 0.14 0.09 1.55  -0.87
P1 -1.55 0.07 -0.48  1.95
O1 -2.43 1.20 -0.69  -1.06
O2 -2.29 -1.05 0.45  -0.98
H1 0.10 -1.97 -0.44  0.22
H2 1.63 -1.44 0.21  0.21
H3 1.26 -0.98 -1.40  0.22
H4 2.05 1.48 -0.67  0.22
H5 0.64 2.22 0.21  0.21
H6 0.49 1.44 -1.42  0.21
H7 0.96 -0.42 1.92  0.37
H8 0.08 1.03 1.95  0.38
H9 -1.43 -0.86 -1.52  -0.15
H10 -1.64 -1.31 1.11  0.50

highest occupied orbital energy: -9.74 eV
multiplicity: 1
charge: 0

b:
The molecule C3H10NO2P, computed with ωB97M-V/def2-TZVPD.

Each line ends with the natural charge from an NBO analysis.
Atoms and positions in Å:
C1 -1.88 0.84 0.33  -0.47
N1 -1.14 -0.16 -0.41  -0.41
O1 -1.73 -1.41 -0.21  -0.58
P1 0.58 -0.14 0.25  1.99
C2 1.37 -1.43 -0.78  -1.04
C3 1.30 1.56 -0.05  -1.01
O2 0.46 -0.65 1.61  -1.11
H1 -1.29 1.82 0.33  0.21
H2 -2.86 0.78 -0.20  0.22
H3 -1.97 0.52 1.43  0.18
H4 -1.98 -1.57 0.79  0.45
H5 0.99 -2.39 -0.31  0.27
H6 1.07 -1.66 -1.77  0.26
H7 2.43 -1.45 -0.91  0.25
H8 1.42 2.08 0.91  0.27
H9 2.40 1.25 -0.08  0.26
H10 0.82 2.00 -0.91  0.26

highest occupied orbital energy: -8.94 eV
multiplicity: 1
charge: 0

Best to worst by energy: a, b.

a:
The molecule C20H42O, computed with ωB97M-V/def2-TZVPD.

Each line ends with the natural charge from an NBO analysis.
Atoms and positions in Å:
C1 -7.13 1.16 0.12  -0.60
C2 -6.65 1.12 -1.32  -0.40
C3 -6.24 -0.29 -1.74  -0.39
C4 -5.89 -0.41 -3.22  -0.38
C5 -4.72 0.46 -3.69  -0.39
C6 -3.40 0.12 -2.99  -0.40
C7 -2.24 0.91 -3.59  -0.38
C8 -0.88 0.55 -2.98  -0.39
C9 -0.74 0.97 -1.52  -0.40
C10 0.66 0.68 -0.99  -0.38
C11 0.86 1.10 0.48  -0.24
C12 1.09 2.62 0.57  -0.05
O1 0.87 3.15 1.85  -0.71
C13 2.02 0.34 1.12  -0.39
C14 1.66 -1.08 1.52  -0.39
C15 2.78 -1.81 2.26  -0.39
C16 3.97 -2.15 1.37  -0.40
C17 5.09 -2.90 2.11  -0.39
C18 6.25 -2.00 2.54  -0.39
C19 5.87 -0.94 3.57  -0.40
C20 7.10 -0.18 4.07  -0.60
H1 -7.42 2.17 0.41  0.21
H2 -6.34 0.83 0.80  0.20
H3 -7.99 0.51 0.26  0.20
H4 -7.46 1.47 -1.98  0.19
H5 -5.81 1.81 -1.43  0.19
H6 -7.06 -0.97 -1.52  0.20
H7 -5.39 -0.60 -1.13  0.19
H8 -5.66 -1.46 -3.43  0.20
H9 -6.77 -0.14 -3.81  0.20
H10 -4.95 1.51 -3.53  0.20
H11 -4.59 0.31 -4.76  0.20
H12 -3.48 0.35 -1.93  0.19
H13 -3.20 -0.95 -3.09  0.19
H14 -2.42 1.98 -3.45  0.19
H15 -2.20 0.72 -4.66  0.20
H16 -0.73 -0.53 -3.06  0.19
H17 -0.09 1.03 -3.56  0.20
H18 -1.46 0.44 -0.91  0.20
H19 -0.95 2.04 -1.44  0.19
H20 0.85 -0.39 -1.08  0.20
H21 1.41 1.19 -1.60  0.20
H22 -0.06 0.88 1.03  0.20
H23 2.12 2.85 0.23  0.15
H24 0.40 3.15 -0.08  0.18
H25 1.41 2.66 2.48  0.46
H26 2.86 0.34 0.43  0.20
H27 2.35 0.87 2.03  0.18
H28 0.78 -1.05 2.17  0.20
H29 1.39 -1.66 0.64  0.19
H30 3.11 -1.20 3.10  0.19
H31 2.38 -2.74 2.67  0.20
H32 4.38 -1.24 0.92  0.19
H33 3.60 -2.77 0.55  0.20
H34 4.67 -3.40 2.98  0.19
H35 5.50 -3.67 1.45  0.20
H36 6.68 -1.52 1.67  0.19
H37 7.03 -2.64 2.98  0.20
H38 5.18 -0.23 3.12  0.19
H39 5.38 -1.41 4.42  0.19
H40 6.81 0.58 4.79  0.21
H41 7.80 -0.86 4.55  0.20
H42 7.61 0.31 3.24  0.20

highest occupied orbital energy: -10.07 eV
multiplicity: 1
charge: 0

b:
The molecule C20H42O, computed with ωB97M-V/def2-TZVPD.

Each line ends with the natural charge from an NBO analysis.
Atoms and positions in Å:
C1 1.86 -3.60 -6.25  -0.61
C2 2.97 -2.95 -5.39  -0.40
C3 2.63 -1.57 -4.82  -0.38
C4 1.55 -1.44 -4.00  -0.50
C5 1.74 -2.14 -2.86  -0.35
C6 0.72 -2.03 -1.74  -0.42
C7 -0.59 -2.51 -2.15  -0.39
C8 -1.91 -2.23 -1.09  -0.30
C9 -2.15 -0.82 -0.69  -0.36
C10 -3.19 -0.64 0.42  -0.47
C11 -3.00 -1.24 1.72  -0.14
C12 -3.90 -2.18 2.55  -0.09
O1 -4.44 -3.12 1.59  -0.71
C13 -2.45 0.12 2.69  -0.38
C14 -1.33 0.68 2.48  -0.47
C15 -0.77 1.86 3.47  -0.35
C16 0.41 2.53 3.08  -0.38
C17 0.53 3.69 4.20  -0.34
C18 2.00 4.26 3.89  -0.33
C19 1.86 5.29 2.50  -0.36
C20 3.22 5.85 2.43  -0.58
H1 0.94 -3.60 -5.74  0.20
H2 2.14 -4.56 -6.69  0.22
H3 1.53 -2.82 -7.13  0.18
H4 3.11 -3.78 -4.61  0.20
H5 4.04 -3.11 -5.85  0.21
H6 2.60 -0.91 -5.88  0.19
H7 3.67 -1.40 -4.46  0.22
H8 1.55 -0.42 -3.61  0.23
H9 0.67 -1.94 -4.37  0.23
H10 2.55 -2.00 -2.20  0.22
H11 1.75 -3.38 -2.90  0.17
H12 0.79 -2.52 -0.76  0.22
H13 0.58 -0.91 -1.48  0.20
H14 -0.91 -3.42 -2.47  0.21
H15 -1.12 -1.94 -3.03  0.17
H16 -2.66 -2.65 -1.29  0.14
H17 -1.35 -2.73 -0.07  0.15
H18 -2.43 -0.32 -1.60  0.21
H19 -1.14 -0.26 -0.10  0.17
H20 -3.68 0.20 0.49  0.21
H21 -3.94 -1.25 -0.02  0.21
H22 -1.94 -1.91 1.70  0.16
H23 -3.63 -2.38 3.53  0.19
H24 -4.84 -1.64 2.53  0.18
H25 -3.68 -3.81 1.40  0.46
H26 -3.53 0.54 2.96  0.21
H27 -2.50 -0.35 3.72  0.18
H28 -0.50 0.12 2.23  0.21
H29 -1.32 1.12 1.46  0.19
H30 -1.68 2.54 3.50  0.19
H31 -0.71 1.31 4.38  0.19
H32 0.10 3.12 2.01  0.18
H33 1.14 1.88 3.02  0.19
H34 -0.09 4.36 4.23  0.17
H35 0.62 3.14 5.11  0.18
H36 2.62 3.61 3.78  0.15
H37 2.31 4.90 4.68  0.18
H38 1.71 4.70 1.77  0.18
H39 1.21 6.05 2.63  0.19
H40 3.98 5.30 2.36  0.19
H41 3.20 6.52 1.58  0.19
H42 3.10 6.77 3.19  0.19

highest occupied orbital energy: -8.86 eV
multiplicity: 1
charge: 0

Best to worst by energy: a, b.

a:
The molecule C5H10N2OS, computed with ωB97M-V/def2-TZVPD.

Each line ends with the natural charge from an NBO analysis.
Atoms and positions in Å:
C1 -0.77 -2.39 1.38  0.45
C2 -0.44 -1.28 1.97  -0.47
C3 -1.03 0.06 1.66  -0.54
C4 0.64 0.40 -0.46  -0.69
C5 1.12 0.26 -1.88  -0.25
N1 -1.20 -3.44 0.98  -0.62
N2 1.68 1.46 -2.48  -0.83
O1 -1.75 2.01 0.07  -0.95
S1 -0.97 0.41 -0.16  1.03
H1 0.37 -1.32 2.69  0.25
H2 -1.19 2.64 0.52  0.46
H3 -2.09 0.13 1.91  0.24
H4 -0.48 0.85 2.17  0.23
H5 1.34 0.67 0.31  0.21
H6 1.89 -0.51 -1.93  0.19
H7 0.27 -0.05 -2.50  0.19
H8 -0.84 -3.90 0.15  0.39
H9 2.47 1.79 -1.93  0.35
H10 0.98 2.20 -2.49  0.35

highest occupied orbital energy: -8.05 eV
multiplicity: 1
charge: 0

b:
A cluster of 2 separate species, C5H10N2OS in total, computed with ωB97M-V/def2-TZVPD.

Each line ends with the natural charge from an NBO analysis.
Atoms and positions in Å:
C1 0.73 -0.77 0.83  0.37
C2 1.24 1.15 2.25  -0.60
C3 2.33 0.84 -0.17  -0.62
C4 -2.46 -1.22 -2.29  -0.46
C5 1.41 0.31 0.96  -0.21
N1 0.25 -1.87 1.01  -0.62
N2 -1.95 -1.09 -0.98  -0.76
O1 -2.46 1.32 -0.63  -0.89
S1 -1.89 0.13 -0.04  1.45
H1 0.21 1.54 2.15  0.22
H2 1.41 0.45 3.06  0.22
H3 2.00 1.91 2.17  0.22
H4 2.68 1.91 0.07  0.22
H5 1.66 0.75 -1.07  0.22
H6 3.23 0.16 -0.27  0.22
H7 -3.48 -0.61 -2.31  0.22
H8 -1.79 -0.65 -2.94  0.22
H9 -2.39 -2.23 -2.64  0.22
H10 -0.71 -2.02 0.85  0.37

highest occupied orbital energy: -8.21 eV
multiplicity: 1
charge: 0

Best to worst by energy: b, a.